Run P
Computed, not measured: the molecule C9H8N2, with ωB97M-V/def2-TZVPD.

Each atom is followed by the atoms it is bonded to, with distances in Å.
Element x y z (Å)
1 C 2.365 1.349 -0.080  C2 1.517, H12 1.201, H13 1.150, H14 0.973
2 C 1.567 0.063 -0.187  C1 1.517, C3 1.292, C11 1.538
3 C 2.048 -1.127 -0.039  C2 1.292, N4 1.362, H15 1.238
4 N 1.379 -2.306 0.092  C3 1.362, N5 1.311
5 N 0.080 -2.411 0.238  N4 1.311, C6 1.449
6 C -0.615 -1.141 0.297  N5 1.449, C7 1.514, C11 1.480
7 C -1.996 -1.530 -0.184  C6 1.514, C8 1.468, H16 1.162
8 C -2.897 -0.373 -0.268  C7 1.468, C9 1.589, H17 1.046
9 C -2.278 0.996 0.249  C8 1.589, C10 1.404, H18 1.103
10 C -0.890 1.129 0.083  C9 1.404, C11 1.355, H19 1.187
11 C 0.059 0.162 0.099  C2 1.538, C6 1.480, C10 1.355
12 H 2.199 1.779 1.028  C1 1.201
13 H 3.495 1.562 -0.071  C1 1.150
14 H 2.000 1.942 -0.759  C1 0.973
15 H 3.281 -1.167 -0.151  C3 1.238
16 H -2.249 -2.543 -0.692  C7 1.162
17 H -3.916 -0.441 -0.039  C8 1.046
18 H -3.004 1.787 0.496  C9 1.103
19 H -0.629 2.270 -0.113  C10 1.187

SMILES string: Cc1cnnc2ccccc12
Multiplicity: 1
HOMO-LUMO gap, eV: 8.42
Total charge: 0

Mulliken population analysis, charges in e, atoms 1 to 4: C -1.26; C 0.37; C -0.11; N -0.46


Run Q
Computed, not measured: the molecule C9H8N2, with ωB97M-V/def2-TZVPD.

Each atom is followed by the atoms it is bonded to, with distances in Å.
Element x y z (Å)
1 N -0.772 0.529 -3.131  C2 1.397, H12 1.112, H13 1.069
2 C -0.372 0.193 -1.835  N1 1.397, C3 1.482, C11 1.410
3 C 0.361 -1.084 -1.666  C2 1.482, C4 1.372, H14 1.101
4 C 0.618 -1.593 -0.418  C3 1.372, C5 1.452, H15 1.069
5 C 0.437 -0.713 0.722  C4 1.452, C6 1.464, C10 1.388
6 C 0.756 -1.176 2.074  C5 1.464, N7 1.318, H16 1.100
7 N 0.637 -0.369 3.109  C6 1.318, C8 1.381
8 C 0.138 0.906 2.926  N7 1.381, C9 1.353, H17 1.100
9 C -0.246 1.383 1.720  C8 1.353, C10 1.443, H18 1.133
10 C 0.010 0.594 0.539  C5 1.388, C9 1.443, C11 1.423
11 C -0.494 1.041 -0.715  C2 1.410, C10 1.423, H19 1.107
12 H -1.727 1.064 -3.329  N1 1.112
13 H -0.657 -0.288 -3.812  N1 1.069
14 H 0.538 -1.699 -2.562  C3 1.101
15 H 1.145 -2.519 -0.498  C4 1.069
16 H 1.051 -2.231 2.179  C6 1.100
17 H 0.192 1.484 3.860  C8 1.100
18 H -0.649 2.438 1.636  C9 1.133
19 H -0.967 2.039 -0.799  C11 1.107

SMILES string: Nc1ccc2cnccc2c1
Multiplicity: 1
HOMO-LUMO gap, eV: 8.78
Total charge: 0

Mulliken population analysis, charges in e, atoms 1 to 4: N -0.59; C 0.83; C -0.51; C -0.89


run Q is preferred energetically. Next in line: 124.8 kcal/mol higher.


Run P
Computed, not measured: the molecule C9H8N2, with ωB97M-V/def2-TZVPD.

Each atom is followed by the atoms it is bonded to, with distances in Å.
Element x y z (Å)
1 C -3.231 0.107 -0.010  C2 1.378, C11 1.415, H12 0.900
2 C -2.618 -1.091 -0.308  C1 1.378, C3 1.466, H13 1.136
3 C -1.152 -1.123 -0.296  C2 1.466, C4 1.365, H14 0.920
4 C -0.452 0.012 -0.002  C3 1.365, C5 1.462, N10 1.408
5 C 1.007 0.110 -0.010  C4 1.462, C6 1.456, N9 1.321
6 C 1.871 1.180 -0.485  C5 1.456, C7 1.326, H15 1.064
7 C 3.078 0.663 -0.302  C6 1.326, C8 1.389, H16 1.227
8 C 3.100 -0.607 0.261  C7 1.389, N9 1.343, H17 1.009
9 N 1.791 -0.860 0.425  C5 1.321, C8 1.343, H18 1.174
10 N -1.128 1.220 0.254  C4 1.408, C11 1.318
11 C -2.445 1.241 0.302  C1 1.415, N10 1.318, H19 1.121
12 H -4.059 0.359 0.238  C1 0.900
13 H -3.248 -1.966 -0.666  C2 1.136
14 H -0.644 -1.852 -0.533  C3 0.920
15 H 1.405 2.110 -0.708  C6 1.064
16 H 4.169 1.223 -0.350  C7 1.227
17 H 3.912 -1.177 0.441  C8 1.009
18 H 1.394 -1.786 1.028  N9 1.174
19 H -2.749 2.236 0.720  C11 1.121

SMILES string: c1ccc(-c2ccc[nH]2)nc1
Multiplicity: 1
HOMO-LUMO gap, eV: 8.41
Total charge: 0

Mulliken population analysis, charges in e, atoms 1 to 4: C -0.79; C -0.46; C -0.88; C 0.46


Run Q
Computed, not measured: the molecule C9H8N2, with ωB97M-V/def2-TZVPD.

Each atom is followed by the atoms it is bonded to, with distances in Å.
Element x y z (Å)
1 C -2.144 0.340 -0.135  C2 1.429, C3 1.378, H12 1.115
2 C -2.964 -0.365 -1.069  C1 1.429, N10 1.302, H13 1.191
3 C -0.849 -0.126 -0.068  C1 1.378, C4 1.389, C5 1.434
4 C -0.497 -1.059 -1.035  C3 1.389, N11 1.280
5 C 0.331 0.207 0.677  C3 1.434, C6 1.586, C7 1.487, C8 1.514
6 C 1.439 -0.708 0.006  C5 1.586, C7 1.434, C9 1.525
7 C 0.877 -1.036 1.284  C5 1.487, C6 1.434, H14 1.089, H15 0.996
8 C 1.346 1.328 0.608  C5 1.514, C9 1.477, H16 1.059, H17 1.019
9 C 2.380 0.491 -0.033  C6 1.525, C8 1.477, H18 1.057, H19 1.091
10 N -2.454 -1.064 -2.042  C2 1.302, N11 1.335
11 N -1.164 -1.408 -2.070  C4 1.280, N10 1.335
12 H -2.582 1.003 0.648  C1 1.115
13 H -4.108 -0.108 -1.281  C2 1.191
14 H 1.526 -0.941 2.153  C7 1.089
15 H 0.198 -1.758 1.380  C7 0.996
16 H 1.125 2.228 0.095  C8 1.059
17 H 1.628 1.643 1.536  C8 1.019
18 H 3.353 0.432 0.376  C9 1.057
19 H 2.557 0.900 -1.029  C9 1.091

Multiplicity: 1
HOMO-LUMO gap (spin up / spin down), eV: 8.39 / 8.39
Total charge: 0

Mulliken population analysis, charges in e, atoms 1 to 4: C -0.62; C -0.23; C 0.46; C 0.06


run P is preferred energetically. Next in line: 98.9 kcal/mol higher.